Density functional theory data (ωB97M-V/def2-TZVPD) for a molecular structure, C29H41Cl5P2Pr.

The geometry in ORCA input format:
```
! RIJCOSX wB97M-V def2-TZVPD def2/J DEFGRID3
* xyz 1 3
Pr -0.39819 -1.44565 1.70348
Cl -0.59806 -4.60339 4.84409
Cl 2.37528 -5.94421 -0.49461
Cl 0.66725 -7.44729 4.41003
Cl 1.04603 -3.08543 -0.07861
Cl 2.12115 -8.09853 1.74443
P 1.12193 0.63289 0.37912
P -1.39928 -0.45263 -0.92156
C 0.30359 2.58005 -4.27779
C 2.90406 3.02111 -2.77120
C -1.15985 1.01087 3.45776
C 0.32484 -3.97522 2.37440
C -2.96002 -2.25150 3.50545
C -1.32316 -0.32708 3.92053
C 1.74760 0.61726 -4.94154
C -2.58334 2.65990 2.05756
C 1.14297 2.43198 0.09323
C 3.24299 1.81523 -3.24440
C 1.46432 -6.54863 1.99438
C -0.43900 -1.14866 4.78960
C 0.36669 0.04863 -1.21836
C -3.03871 0.15489 2.44603
C -0.12285 1.97314 3.89149
C 0.22989 -4.94245 3.37909
C -2.24778 1.32226 2.59669
C 1.57018 -5.57756 0.97456
C 0.79318 -6.23392 3.20527
C 2.89336 0.26317 0.07007
C -2.26706 0.95263 -1.70536
C -2.48926 -0.86054 3.28643
C 1.25647 3.67193 -4.66401
C 2.22879 4.11590 -3.53611
C -4.29603 0.05698 1.67785
C 0.97830 -4.32031 1.20616
C -1.61285 -1.72468 -2.22259
C 0.51335 1.25775 -4.38769
C 3.08340 1.35523 -4.66060
H -4.34622 0.81457 0.88615
H 0.63860 4.56106 -4.88801
H 3.23689 0.59105 -0.91728
H -5.17421 0.20718 2.32466
H 3.79410 1.10948 -2.61546
H -2.16689 1.85074 -1.08247
H -0.31909 0.56450 -4.22774
H 1.82633 3.44894 -5.57976
H -2.69573 -1.88564 -2.30766
H -0.00024 2.78069 3.15962
H -1.20859 -1.39378 -3.18435
H -3.34167 -2.34771 4.53620
H 1.65911 0.50166 -6.03999
H -0.68189 2.95586 -3.97574
H -1.89106 1.16672 -2.72149
H 1.64309 2.67807 -0.85646
H 0.95275 -0.79002 -1.61356
H 1.70988 2.88555 0.91806
H 3.07927 -0.81334 0.18947
H -1.12441 -2.66097 -1.92633
H -3.05738 2.56896 1.07413
H 0.40978 0.85248 -1.96212
H -0.38331 2.45135 4.84893
H 0.12994 -1.94856 4.25349
H 1.83554 -0.40265 -4.52709
H 0.85070 1.48603 4.03716
H 3.88603 0.62011 -4.84706
H 3.22340 2.16697 -5.38978
H 2.98780 4.78317 -3.98972
H 0.28217 -0.52174 5.33700
H -1.68678 3.28355 1.96460
H 0.12957 2.84946 0.07485
H 3.27712 3.33660 -1.79003
H -4.40769 -0.93410 1.22098
H 3.42883 0.81590 0.85293
H -3.33069 0.67825 -1.76320
H 1.65305 4.73969 -2.82985
H -1.06757 -1.67900 5.52199
H -2.14346 -2.99362 3.44087
H -3.75878 -2.54510 2.81266
H -3.28844 3.21353 2.69811
*
```

Computed properties:
HOMO level (spin up / spin down), eV: -10.193 / -10.217
Relative energy (zero: lowest compared OMol25 entry of this formula, charge and spin), kcal per mole: 0.0